{"formula": "C31H49ClFMnP", "method": "wB97M-V/def2-TZVPD", "spin_multiplicity": 5, "orbital_gap_ev": [5.697, 5.941], "s2": 6.221, "e_lumo_ev": [2.5881, 2.5840], "total_charge": -1, "homo_ha": [-0.1142, -0.1234], "elements": ["Mn", "Cl", "P", "C", "H", "H", "C", "C", "C", "H", "C", "H", "H", "C", "H", "H", "C", "H", "H", "C", "H", "H", "H", "H", "C", "C", "H", "C", "H", "H", "C", "H", "H", "C", "H", "H", "C", "H", "H", "H", "H", "C", "H", "C", "H", "H", "C", "H", "H", "C", "H", "H", "C", "H", "H", "H", "H", "C", "C", "H", "C", "H", "C", "H", "H", "C", "H", "H", "C", "H", "H", "H", "H", "F", "C", "C", "C", "C", "C", "C", "H", "H", "H", "H"], "positions_angstrom": [[-1.88028, -0.98325, 0.24669], [-4.08329, -0.62119, 0.00844], [0.37038, 0.09634, -0.05525], [-0.73725, -2.52334, 0.12478], [-0.21369, -3.06562, 0.93072], [-0.54890, -3.01101, -0.85632], [-0.08656, 1.76630, -0.76539], [1.31520, -0.82426, -1.37965], [0.97811, 2.87127, -0.74973], [-0.28715, 1.53829, -1.82449], [0.46720, 4.10219, -1.51139], [1.21365, 3.15424, 0.28565], [1.91540, 2.52810, -1.21048], [-0.87050, 4.61566, -0.96411], [1.22018, 4.89754, -1.46372], [0.34551, 3.83724, -2.57105], [-1.92441, 3.50483, -0.84591], [-0.70935, 5.06091, 0.02741], [-1.25233, 5.41652, -1.60822], [-1.39338, 2.26005, -0.12281], [-2.80630, 3.88045, -0.31080], [-2.26198, 3.21436, -1.85225], [-1.20263, 2.51094, 0.93387], [-2.17936, 1.47828, -0.12042], [1.60984, 0.38644, 1.33943], [2.14895, -1.95886, -0.76740], [0.49838, -1.27413, -1.96815], [2.73996, -2.84731, -1.86575], [2.96489, -1.54183, -0.16083], [1.53721, -2.56646, -0.09360], [3.56680, -2.04032, -2.87419], [3.36125, -3.62640, -1.40742], [1.92060, -3.35669, -2.39285], [2.81419, -0.81607, -3.41540], [4.49771, -1.70945, -2.39188], [3.86165, -2.68829, -3.70861], [2.17294, 0.03973, -2.31616], [3.49832, -0.19282, -4.00381], [2.02440, -1.15560, -4.09966], [2.96610, 0.54128, -1.74037], [1.57507, 0.83503, -2.78200], [1.04728, 1.29763, 2.43923], [1.71879, -0.63181, 1.75483], [1.94886, 1.29582, 3.68216], [0.94838, 2.32658, 2.06036], [0.04486, 0.97645, 2.74005], [3.39745, 1.67167, 3.35404], [1.53603, 1.98816, 4.42633], [1.92834, 0.29145, 4.12848], [3.95275, 0.86746, 2.17359], [3.44671, 2.74367, 3.12089], [4.02563, 1.51044, 4.23662], [3.01923, 0.87078, 0.95252], [4.93299, 1.26144, 1.87896], [4.10459, -0.17325, 2.49100], [2.96089, 1.89198, 0.54915], [3.45960, 0.24644, 0.16545], [-2.14876, -0.26304, 2.27001], [-1.28180, -1.45582, 2.27552], [-1.69945, 0.73745, 2.22701], [-1.78059, -2.72196, 2.94373], [-0.20191, -1.29171, 2.38666], [-3.31363, -2.80994, 2.99952], [-1.38328, -3.61857, 2.45163], [-1.39316, -2.75649, 3.98050], [-3.90717, -1.57027, 3.67095], [-3.73492, -2.92740, 1.99377], [-3.60285, -3.69933, 3.57364], [-3.45726, -0.24067, 3.03852], [-5.00168, -1.63121, 3.66847], [-3.61384, -1.57477, 4.73068], [-4.26261, 0.13290, 2.38917], [-3.38534, 0.49956, 3.85344], [-3.12593, -1.64737, -5.88661], [-2.76106, -1.50098, -4.57345], [-2.42109, -0.22641, -4.11456], [-2.10070, -0.07986, -2.74990], [-2.03855, -1.17460, -1.89669], [-2.39739, -2.42736, -2.38946], [-2.76628, -2.61210, -3.73477], [-2.42664, 0.63312, -4.77518], [-1.94846, 0.93059, -2.36562], [-2.40958, -3.27827, -1.71019], [-3.05500, -3.59349, -4.10739]], "forces_ev_per_a": [[-1.20, 0.34, 0.63], [-1.13, 0.32, -0.16], [0.34, 0.71, 0.07], [1.30, -2.92, -0.61], [0.04, 0.04, -0.42], [0.07, 0.09, 0.51], [0.65, -0.08, -0.09], [-0.03, 0.45, 0.15], [-0.13, 0.22, -0.22], [0.04, 0.04, 0.26], [-0.03, 0.03, 0.08], [-0.07, 0.01, -0.22], [-0.28, 0.06, 0.13], [-0.03, -0.10, 0.07], [-0.08, -0.01, -0.07], [0.02, 0.00, 0.10], [0.05, -0.01, -0.01], [0.03, -0.07, -0.06], [0.05, -0.04, 0.09], [-0.11, 0.14, -0.06], [0.11, -0.04, -0.16], [0.06, 0.03, 0.15], [-0.04, -0.06, -0.19], [0.38, 0.32, -0.03], [0.13, -0.03, -0.54], [0.20, -0.09, -0.07], [0.19, 0.07, 0.13], [-0.06, 0.11, -0.06], [-0.06, -0.12, -0.17], [0.08, 0.16, -0.16], [0.02, 0.05, 0.08], [-0.06, 0.04, -0.11], [0.07, 0.08, 0.10], [-0.10, -0.09, -0.07], [-0.10, 0.01, 0.00], [0.02, 0.10, 0.07], [0.20, -0.09, 0.04], [-0.07, -0.09, -0.01], [0.06, 0.02, 0.10], [-0.15, -0.11, -0.18], [0.06, -0.19, 0.08], [-0.10, -0.06, 0.22], [-0.03, 0.21, 0.00], [0.02, -0.04, -0.17], [0.07, -0.23, 0.09], [0.24, 0.03, -0.10], [-0.08, 0.03, -0.05], [0.09, -0.12, -0.04], [-0.03, 0.11, -0.06], [-0.09, -0.06, -0.05], [-0.01, -0.07, -0.03], [0.00, 0.08, -0.06], [0.13, 0.17, 0.13], [-0.05, -0.08, 0.09], [0.00, 0.07, -0.02], [0.04, -0.24, 0.13], [-0.12, 0.23, 0.29], [1.28, -1.48, 0.62], [-1.45, 2.28, 0.54], [-0.03, -0.52, -0.06], [-0.25, 0.01, 0.14], [-0.37, -0.14, -0.34], [0.11, 0.10, 0.05], [0.00, 0.16, -0.04], [-0.10, 0.06, -0.19], [0.13, -0.07, 0.08], [0.16, 0.10, 0.04], [0.03, 0.04, -0.09], [-0.60, 0.31, -0.19], [0.10, 0.02, -0.06], [0.07, -0.09, -0.10], [0.24, -0.12, 0.08], [0.17, -0.09, -0.18], [0.10, -0.05, 0.12], [0.19, 0.35, 0.45], [-0.06, -0.52, 0.46], [-0.20, -0.21, -0.99], [0.08, 0.28, 1.46], [-0.02, 0.09, -0.98], [0.10, 0.34, 0.28], [-0.12, -0.12, -0.11], [-0.09, -0.32, -0.24], [-0.01, 0.05, -0.21], [0.00, 0.23, -0.05]], "lowdin_charge": [0.18, 0.14, 1.14, -0.19, -0.02, -0.01, -0.43, -0.40, -0.21, 0.08, -0.20, 0.09, 0.09, -0.21, 0.10, 0.11, -0.19, 0.11, 0.10, -0.22, 0.11, 0.11, 0.11, 0.06, -0.40, -0.22, 0.10, -0.19, 0.10, 0.07, -0.21, 0.11, 0.12, -0.20, 0.11, 0.10, -0.20, 0.10, 0.12, 0.09, 0.10, -0.21, 0.11, -0.19, 0.10, 0.08, -0.21, 0.11, 0.12, -0.20, 0.11, 0.10, -0.21, 0.10, 0.11, 0.10, 0.08, -0.28, -0.29, 0.06, -0.22, 0.07, -0.21, 0.08, 0.11, -0.21, 0.09, 0.10, -0.26, 0.10, 0.10, 0.04, 0.10, 0.00, -0.29, -0.03, -0.14, -0.31, -0.15, -0.03, 0.10, 0.06, 0.08, 0.10]}

{"formula": "C27H43BrCoN6O4SSi", "method": "wB97M-V/def2-TZVPD", "spin_multiplicity": 5, "orbital_gap_ev": [7.173, 4.539], "s2": 6.032, "e_lumo_ev": [-4.0944, -6.7267], "total_charge": 1, "homo_ha": [-0.4141, -0.4140], "elements": ["Co", "C", "C", "N", "C", "S", "N", "N", "C", "C", "C", "C", "C", "C", "C", "N", "H", "H", "H", "H", "H", "H", "H", "H", "H", "H", "H", "H", "H", "O", "C", "O", "C", "C", "N", "N", "C", "C", "O", "O", "H", "H", "H", "C", "C", "C", "C", "Si", "Br", "C", "C", "C", "C", "C", "C", "C", "C", "H", "H", "H", "H", "H", "H", "H", "H", "H", "H", "H", "H", "H", "H", "H", "H", "H", "H", "H", "H", "H", "H", "H", "H", "H", "H", "H"], "positions_angstrom": [[-0.30176, 0.21669, -0.01600], [2.24530, -2.18539, 4.46441], [1.58490, -3.11648, 3.45263], [0.22619, -2.70310, 3.11833], [-0.13624, -2.00388, 2.04836], [1.06783, -1.31785, 0.99710], [-1.45625, -1.84917, 1.84366], [-1.74491, -1.10746, 0.79170], [-2.88291, -1.21452, 0.17655], [-3.98021, -2.13684, 0.58125], [-2.95959, -0.40217, -1.04404], [-4.15016, -0.10297, -1.68856], [-4.10571, 0.61417, -2.87487], [-2.87566, 0.98727, -3.38764], [-1.72638, 0.67351, -2.67236], [-1.76588, 0.00606, -1.52672], [3.22665, -2.57937, 4.72592], [1.65505, -2.11277, 5.37794], [2.37272, -1.18730, 4.04358], [1.52807, -4.12956, 3.84897], [2.17077, -3.13880, 2.53627], [-0.52720, -3.08949, 3.67136], [-3.58964, -2.92254, 1.22111], [-4.45917, -2.57139, -0.29361], [-4.73665, -1.58692, 1.14826], [-5.09131, -0.41042, -1.25310], [-5.01982, 0.87141, -3.39179], [-2.79494, 1.52561, -4.32085], [-0.74988, 0.98140, -3.02050], [-0.80263, 5.76056, 1.71595], [-1.18646, 5.00002, 2.71770], [-1.63277, 5.43208, 3.74850], [-1.04001, 3.52226, 2.53529], [-1.32487, 2.59116, 3.51287], [-1.11900, 1.37765, 2.97773], [-0.72843, 1.46003, 1.69994], [-0.68552, 2.75389, 1.41038], [-0.26056, 3.09865, 0.00326], [-0.10309, 4.27357, -0.30990], [-0.11702, 2.07821, -0.74612], [-0.43093, 5.25145, 0.94666], [-1.63454, 2.73488, 4.53496], [-1.22283, 0.47976, 3.41726], [6.19514, 1.11358, -2.10966], [6.16548, 0.90636, -0.59160], [5.88029, -0.58230, -0.33464], [7.54465, 1.24002, -0.00745], [4.80775, 2.04994, 0.20730], [2.85534, 1.10504, -0.52725], [4.71068, 1.97322, 2.13169], [4.95134, 0.54198, 2.63493], [3.32627, 2.39825, 2.64664], [5.78594, 2.88485, 2.74452], [4.74767, 3.85090, -0.52624], [6.16738, 4.42915, -0.53653], [4.17687, 3.85655, -1.94903], [3.83690, 4.74546, 0.32260], [6.93132, 0.43149, -2.54641], [6.48846, 2.12618, -2.38592], [5.22764, 0.88788, -2.56208], [6.58182, -1.17767, -0.92796], [4.87347, -0.86959, -0.63581], [6.02329, -0.85755, 0.70818], [8.29917, 0.60485, -0.48203], [7.58436, 1.04809, 1.06681], [7.82890, 2.27852, -0.18203], [4.24844, -0.16536, 2.18565], [4.80777, 0.51891, 3.72012], [5.96873, 0.20481, 2.43679], [2.54094, 1.74786, 2.25243], [3.07777, 3.42729, 2.39433], [3.31437, 2.31551, 3.73844], [6.78639, 2.62626, 2.39076], [5.77963, 2.77506, 3.83285], [5.60838, 3.93651, 2.52007], [6.80992, 3.90651, -1.24628], [6.63698, 4.39077, 0.44931], [6.12899, 5.47924, -0.84222], [4.70019, 3.18439, -2.62738], [4.26541, 4.87001, -2.35439], [3.11863, 3.59550, -1.95315], [4.20494, 4.88007, 1.33917], [2.81507, 4.36112, 0.35614], [3.79031, 5.73802, -0.13727]], "forces_ev_per_a": [[-0.11, 0.97, 0.12], [-0.09, 0.01, -0.08], [0.27, 0.15, 0.17], [-0.65, -0.17, -0.23], [2.59, 0.67, -0.47], [-0.18, -0.84, 0.70], [-1.90, -0.26, 0.04], [1.05, -0.06, 0.10], [-0.72, -0.24, 0.10], [0.14, 0.03, 0.01], [0.07, 0.10, -0.29], [0.01, -0.18, 0.23], [0.10, 0.08, -0.11], [-0.19, -0.07, 0.00], [0.07, 0.00, 0.05], [-0.18, 0.08, -0.01], [0.01, 0.04, -0.01], [0.00, -0.01, 0.00], [0.01, 0.00, 0.02], [-0.07, 0.00, -0.04], [-0.06, -0.08, -0.06], [-0.06, 0.03, -0.01], [-0.05, 0.00, 0.01], [-0.02, 0.00, 0.01], [-0.01, 0.04, -0.02], [-0.01, -0.02, -0.07], [0.00, 0.00, 0.00], [0.00, 0.01, 0.01], [0.00, 0.04, 0.06], [0.06, 0.31, 0.11], [0.08, -0.12, 0.15], [-0.03, -0.01, -0.01], [-0.13, -0.03, -0.16], [0.13, 0.15, 0.06], [-0.01, 0.02, -0.04], [-0.13, -0.07, -0.15], [0.22, -0.07, 0.07], [-0.09, 0.03, 0.27], [0.12, -0.17, -0.06], [-0.07, -0.22, -0.35], [-0.17, -0.08, -0.12], [-0.02, 0.01, -0.03], [0.00, -0.01, 0.06], [0.05, -0.02, 0.01], [-0.36, 0.22, 0.33], [0.09, 0.01, -0.05], [0.00, 0.00, 0.00], [0.27, 0.15, -0.27], [0.02, -0.05, -0.02], [-0.05, -0.07, -0.16], [0.00, 0.07, -0.05], [0.01, 0.01, 0.01], [-0.02, 0.00, -0.08], [-0.08, -0.62, 0.29], [0.00, 0.05, 0.00], [0.03, 0.10, -0.08], [0.03, 0.10, -0.08], [0.00, -0.01, 0.01], [-0.02, -0.04, -0.02], [0.00, 0.04, -0.04], [0.02, 0.01, 0.02], [-0.02, -0.01, -0.01], [-0.03, -0.03, -0.05], [0.01, 0.01, 0.01], [0.05, 0.00, -0.03], [0.04, -0.04, 0.03], [0.04, -0.03, -0.01], [-0.01, 0.01, 0.02], [-0.04, -0.02, 0.02], [-0.01, 0.02, 0.02], [-0.03, -0.05, 0.01], [0.02, 0.00, 0.02], [-0.01, 0.04, 0.06], [0.00, 0.00, 0.02], [0.03, -0.01, 0.03], [0.02, 0.05, 0.04], [0.03, 0.03, -0.04], [0.00, 0.00, 0.00], [-0.05, 0.04, 0.01], [0.00, 0.00, 0.01], [0.01, -0.02, -0.01], [-0.03, 0.02, -0.02], [0.00, 0.00, 0.03], [0.00, -0.01, -0.01]], "lowdin_charge": [0.49, -0.07, -0.24, 0.02, -0.69, 0.74, 0.09, -0.06, -0.18, 0.01, -0.20, 0.02, -0.01, 0.01, -0.07, 0.05, 0.09, 0.08, 0.06, 0.13, 0.09, 0.16, 0.08, 0.10, 0.11, 0.13, 0.13, 0.13, 0.13, 0.14, -0.50, 0.12, -0.03, 0.03, 0.04, 0.03, -0.11, -0.55, 0.08, -0.15, 0.06, 0.15, 0.15, -0.11, -0.63, -0.12, -0.08, 0.53, 0.54, -0.62, -0.11, -0.11, -0.08, -0.63, -0.09, -0.12, -0.10, 0.09, 0.06, 0.07, 0.09, 0.04, 0.06, 0.09, 0.07, 0.07, 0.06, 0.09, 0.07, 0.04, 0.06, 0.09, 0.07, 0.09, 0.07, 0.07, 0.07, 0.09, 0.06, 0.09, 0.05, 0.06, 0.07, 0.10]}

{"formula": "C3H11N4", "method": "wB97M-V/def2-TZVPD", "orbital_gap_ev": 9.237, "e_lumo_ev": -3.0085, "total_charge": 1, "de_lowest_kj_mol": 1.6, "homo_ha": -0.4500, "elements": ["N", "C", "N", "N", "H", "H", "H", "H", "H", "H", "C", "C", "N", "H", "H", "H", "H", "H"], "positions_angstrom": [[0.83401, 1.48820, 1.19217], [0.86341, 1.58750, -0.13472], [0.95034, 2.78649, -0.72349], [0.76328, 0.48815, -0.87133], [0.76685, 0.56091, 1.58219], [0.96549, 2.30653, 1.74265], [0.74612, 2.85728, -1.69715], [0.85788, 3.61661, -0.15669], [0.63499, -0.43983, -0.47561], [0.75063, 0.61644, -1.86800], [-1.89346, -1.20319, -0.04757], [-1.08660, -2.04770, 0.58985], [0.14652, -2.52104, 0.10768], [-1.73148, -0.83258, -1.05165], [-2.75059, -0.80856, 0.47354], [-1.39643, -2.38125, 1.57287], [0.09019, -2.76805, -0.87115], [0.48884, -3.30592, 0.63639]], "forces_ev_per_a": [[0.09, -0.38, -0.91], [-0.48, -0.33, 0.15], [0.06, -0.23, 0.67], [0.19, 0.60, -0.17], [0.04, 0.26, 0.38], [0.03, 0.14, 0.61], [0.01, 0.22, -0.39], [0.05, -0.04, -0.23], [0.11, -0.01, 0.04], [0.00, -0.38, -0.08], [0.07, 0.19, 0.18], [-0.46, 0.31, -0.03], [-0.25, 0.17, -0.15], [0.11, -0.10, -0.06], [-0.21, -0.18, -0.07], [0.33, -0.01, 0.13], [0.13, -0.12, -0.07], [0.18, -0.12, 0.00]], "lowdin_charge": [0.22, -0.47, 0.21, 0.22, 0.13, 0.13, 0.12, 0.14, 0.08, 0.13, -0.03, -0.30, 0.02, 0.05, 0.05, 0.11, 0.10, 0.09]}

Number 1: F_max 3.25 eV Å⁻¹. Number 2: F_max 2.72 eV Å⁻¹. Number 3: F_max 1.00 eV Å⁻¹.